{"formula": "C2H8S3", "method": "ωB97M-V with the def2-TZVPD basis set", "fmax_ev_per_a": 1.109, "homo_lumo_gap_ev": 9.17, "e_homo_ev": -8.91, "elements": ["C", "C", "S", "H", "H", "H", "H", "H", "H", "S", "S", "H", "H"], "positions_angstrom": [[2.210, 1.188, -1.159], [0.914, 0.421, -0.958], [0.965, -0.605, 0.545], [2.565, 1.517, -0.175], [1.981, 2.097, -1.686], [3.038, 0.645, -1.613], [0.119, 1.141, -0.831], [0.660, -0.213, -1.799], [-0.138, -1.358, 0.450], [-3.994, -1.290, 1.065], [-2.489, -2.146, 2.205], [-3.357, -0.153, 0.759], [-2.474, -1.243, 3.197]]}



{"formula": "C2H8S3", "method": "ωB97M-V with the def2-TZVPD basis set", "fmax_ev_per_a": 1.622, "homo_lumo_gap_ev": 9.39, "e_homo_ev": -9.06, "elements": ["C", "C", "S", "H", "H", "H", "H", "H", "H", "S", "S", "H", "H"], "positions_angstrom": [[-1.833, -1.229, -0.524], [-1.377, -0.273, -1.601], [0.312, -0.674, -2.147], [-1.498, -0.899, 0.464], [-2.922, -1.058, -0.466], [-1.506, -2.236, -0.713], [-1.348, 0.756, -1.240], [-2.016, -0.272, -2.502], [0.383, -0.102, -3.325], [1.235, -0.187, 1.519], [0.226, 1.622, 1.817], [1.262, 0.025, 0.209], [-0.968, 0.991, 2.047]]}



{"formula": "C2H8SSi", "method": "ωB97M-V with the def2-TZVPD basis set", "fmax_ev_per_a": 4.197, "homo_lumo_gap_ev": 9.60, "e_homo_ev": -8.81, "elements": ["C", "Si", "C", "S", "H", "H", "H", "H", "H", "H", "H", "H"], "positions_angstrom": [[0.746, -0.714, 1.227], [-0.104, 0.766, 0.354], [-0.214, 0.529, -1.537], [-2.429, 0.462, 1.307], [0.173, -1.575, 1.329], [1.594, -0.977, 0.546], [0.886, -0.423, 2.234], [0.489, 1.961, 0.835], [-0.057, 1.565, -2.066], [0.564, -0.208, -1.894], [-1.150, 0.117, -1.943], [-2.666, -0.340, 0.207]]}



{"formula": "C2H9B4O10PV", "method": "ωB97M-V with the def2-TZVPD basis set", "fmax_ev_per_a": 4.718, "homo_lumo_gap_ev": 2.28, "e_homo_ev": -12.13, "total_charge": 1, "elements": ["C", "C", "B", "O", "B", "O", "B", "O", "O", "B", "P", "O", "O", "O", "O", "H", "H", "H", "H", "H", "H", "H", "H", "H", "O", "V", "O"], "positions_angstrom": [[-1.049, 1.720, 0.044], [-2.087, 0.697, -0.360], [-1.547, -0.464, -1.311], [-2.325, -0.767, -2.369], [-0.095, -1.351, -1.075], [0.037, -2.650, -1.477], [0.635, -3.358, -0.444], [0.041, -4.402, 0.179], [1.889, -2.929, -0.015], [1.961, -1.588, 0.049], [3.526, -0.779, 0.891], [4.313, -1.770, 1.577], [4.317, -0.032, -0.290], [3.057, 0.330, 1.940], [1.004, -0.729, -0.480], [-0.680, 2.292, -0.800], [-1.545, 2.442, 0.736], [-0.215, 1.316, 0.606], [-2.884, 1.225, -0.877], [-2.532, 0.265, 0.537], [-1.764, -1.176, -3.040], [-0.469, -4.061, 0.922], [3.876, -0.200, -1.129], [2.700, 1.108, 1.493], [-3.318, 6.481, 2.013], [-3.081, 4.927, 1.541], [-3.763, 3.453, 1.141]]}



{"formula": "C2H9BN2O2", "method": "ωB97M-V with the def2-TZVPD basis set", "fmax_ev_per_a": 4.023, "homo_lumo_gap_ev": 8.82, "e_homo_ev": -8.10, "elements": ["B", "C", "C", "N", "N", "O", "O", "H", "H", "H", "H", "H", "H", "H", "H", "H"], "positions_angstrom": [[1.626, 1.695, 1.338], [-1.301, -1.793, -1.710], [-0.307, -1.476, 0.426], [-0.947, 0.454, -0.636], [-0.839, -0.877, -0.641], [0.575, 2.359, 0.863], [2.527, 2.284, 2.207], [-0.710, -1.476, -2.617], [-1.108, -2.728, -1.332], [-2.314, -1.675, -1.922], [-0.052, -2.500, 0.464], [0.112, -0.721, 1.098], [1.959, 0.598, 1.006], [-1.237, 0.729, -1.565], [-0.106, 2.017, 0.320], [2.123, 3.110, 2.702]]}



{"formula": "C2H9BNO2S", "method": "ωB97M-V with the def2-TZVPD basis set", "fmax_ev_per_a": 6.065, "homo_lumo_gap_ev": 9.63, "e_homo_ev": -13.15, "total_charge": 1, "elements": ["N", "C", "C", "S", "B", "O", "O", "H", "H", "H", "H", "H", "H", "H", "H", "H"], "positions_angstrom": [[-0.319, -0.711, -1.530], [-0.171, 0.530, -0.572], [1.440, 0.639, -0.146], [1.977, -0.993, 0.654], [-1.009, 0.213, 0.756], [-0.861, 1.115, 1.737], [-1.789, -0.880, 0.724], [-1.207, -0.570, -1.980], [-0.349, -1.723, -1.046], [0.390, -0.870, -2.291], [-0.446, 1.547, -1.102], [1.465, 1.491, 0.380], [2.083, 0.611, -1.011], [2.585, -0.374, 1.598], [-1.476, 1.286, 2.431], [-2.313, -1.310, 1.396]]}